# 1
This record from the Open Molecules 2025 dataset describes C7H8O2 in the gas phase in a non-equilibrium geometry. The level of theory is ωB97M-V with the def2-TZVPD basis set.

SMILES = CC/C(C=O)=C/C=C=O
orbital gap = 0.299 Eh
electronic energy = -421.89793 a.u.
E_LUMO = -0.34 eV

The geometry in ORCA input format:
```
! RIJCOSX wB97M-V def2-TZVPD def2/J DEFGRID3
* xyz 0 1
C 0.8421 -0.7464 -1.2810
C 0.9374 -0.1944 0.1555
C -0.2337 0.6359 0.5184
C -0.1017 2.0229 0.8196
O 0.9726 2.6136 0.7598
C -1.5621 0.1335 0.1336
C -2.9514 0.6363 -0.0814
C -4.2046 0.1638 -0.3309
O -5.2568 0.0146 -0.7111
H 1.5662 -1.5445 -1.4968
H 0.9884 0.1505 -1.9703
H -0.1157 -1.1608 -1.5437
H 1.9234 0.4817 0.3264
H 1.0620 -0.9659 0.8499
H -1.0577 2.5872 0.9597
H -1.4312 -0.8744 -0.1039
H -3.0561 1.7196 -0.2277
*
```


# 2
This record from the Open Molecules 2025 dataset describes C7H8O2 in the gas phase in a non-equilibrium geometry. The level of theory is ωB97M-V with the def2-TZVPD basis set.

SMILES = O=C=CCC1(C=O)CC1
orbital gap = 0.350 Eh
electronic energy = -421.86569 a.u.
E_LUMO = 0.37 eV

The geometry in ORCA input format:
```
! RIJCOSX wB97M-V def2-TZVPD def2/J DEFGRID3
* xyz 0 1
O 0.0864 1.6505 3.8994
C 0.0398 1.3992 2.7499
C 0.2749 1.2687 1.4713
C -0.7091 0.7447 0.4738
C -0.0282 -0.3918 -0.3447
C 0.0011 -1.6784 0.3529
O -0.9407 -2.4269 0.3701
C 0.9379 -0.0329 -1.6373
C -0.3853 -0.6574 -1.9941
H 1.0479 2.0057 1.2068
H -1.4484 0.0870 1.1385
H -1.3113 1.6298 -0.0067
H 0.9535 -1.9029 0.8780
H 1.6871 -0.8496 -1.7469
H 1.3946 0.9181 -2.0071
H -1.1312 -0.0730 -2.4126
H -0.4689 -1.6907 -2.3912
*
```


# 3
This record from the Open Molecules 2025 dataset describes C7H8O2 in the gas phase in a non-equilibrium geometry. The level of theory is ωB97M-V with the def2-TZVPD basis set.

SMILES = C#C[C@@]1(C)CCOC1=O
orbital gap = 0.376 Eh
electronic energy = -421.90585 a.u.
E_LUMO = 0.72 eV

The geometry in ORCA input format:
```
! RIJCOSX wB97M-V def2-TZVPD def2/J DEFGRID3
* xyz 0 1
C 2.6767 -1.5548 0.2782
C 1.7479 -0.8132 0.1800
C 0.6949 0.1463 0.1052
C 0.6497 0.8523 -1.2577
C -0.6915 -0.5156 0.4670
C -1.3424 0.3175 1.4750
O -0.4604 1.2116 2.1000
C 0.7037 1.1434 1.5226
O 1.6855 1.7698 1.8477
H 3.4616 -2.1222 0.6060
H -0.1423 1.6327 -1.4372
H 0.3882 0.1005 -2.0922
H 1.6888 1.1180 -1.4895
H -0.4637 -1.5007 0.8433
H -1.2250 -0.4368 -0.4833
H -2.1724 1.0211 1.0746
H -1.8534 -0.4012 2.1038
*
```


# 4
This record from the Open Molecules 2025 dataset describes C7H8O3 in the gas phase in a non-equilibrium geometry. The level of theory is ωB97M-V with the def2-TZVPD basis set.

SMILES = CC1=C[C@@H](O)[C@H]2O[C@H]2C1=O
orbital gap = 0.359 Eh
electronic energy = -497.17346 a.u.
E_LUMO = -0.21 eV

The geometry in ORCA input format:
```
! RIJCOSX wB97M-V def2-TZVPD def2/J DEFGRID3
* xyz 0 1
C -2.1773 1.2915 0.3132
C -0.9663 0.4961 0.1280
C 0.2473 1.0269 -0.0661
C 1.5377 0.3670 -0.4150
O 2.7829 0.6957 0.3416
C 1.3883 -1.1498 -0.3179
O 0.9801 -1.7443 0.9274
C 0.0623 -1.7707 -0.2016
C -1.1901 -0.9102 -0.0849
O -2.2487 -1.4651 0.0263
H -2.6232 1.6841 -0.6765
H -2.8962 0.7086 0.8454
H -1.8668 2.1975 0.8589
H 0.3837 2.1150 -0.0661
H 1.7840 0.6532 -1.4303
H 2.7967 0.1914 1.2002
H 2.1967 -1.5942 -0.7910
H -0.1910 -2.7928 -0.5919
*
```


# 5
This record from the Open Molecules 2025 dataset describes C7H8O3 in the gas phase in a non-equilibrium geometry. The level of theory is ωB97M-V with the def2-TZVPD basis set.

SMILES = CC(=O)C1(C(C)=O)CC1=O
orbital gap = 0.387 Eh
electronic energy = -497.19048 a.u.
E_LUMO = 0.62 eV

The geometry in ORCA input format:
```
! RIJCOSX wB97M-V def2-TZVPD def2/J DEFGRID3
* xyz 0 1
C 1.3568 1.5823 -0.3353
C -0.0005 1.3547 0.2760
O -0.6194 2.2644 0.7799
C -0.5966 -0.0049 0.2190
C 0.0586 -1.3390 0.2834
C 1.3677 -1.5406 -0.4292
O -0.4891 -2.2479 0.8639
C -2.1504 -0.0408 0.9047
C -1.9493 -0.0337 -0.5080
O -2.3295 -0.0473 -1.6232
H 1.4297 1.1192 -1.3134
H 2.1342 1.1831 0.3123
H 1.5073 2.6552 -0.4212
H 2.1435 -0.9004 -0.0218
H 1.2551 -1.3255 -1.4892
H 1.6684 -2.5790 -0.3027
H -2.4127 0.8749 1.4087
H -2.3738 -0.9749 1.3960
*
```


# 6
This record from the Open Molecules 2025 dataset describes 2 unconnected molecules or ions with the total composition C7H8O3PS. The level of theory is ωB97M-V with the def2-TZVPD basis set.

orbital gap (spin up / spin down) = 0.225 / 0.221 Eh
electronic energy = -1236.73968 a.u.
E_LUMO (spin up / spin down) = 2.92 / 2.93 eV

The geometry in ORCA input format:
```
! RIJCOSX wB97M-V def2-TZVPD def2/J DEFGRID3
* xyz -1 1
C 1.3236 0.8633 -1.1324
C 1.3170 1.7230 1.1156
C 0.2642 0.0415 -0.8150
C 0.2777 0.8738 1.4370
C 1.8488 1.7149 -0.1667
C -0.2738 0.0293 0.4743
C -0.5434 -3.7119 -0.2524
O -4.2663 -0.2858 -0.6799
O -2.9064 1.5263 0.2910
O 2.9019 2.5328 -0.5144
P -1.6972 -0.9958 0.8854
S -2.9346 0.3378 -0.5953
H 1.7513 0.8787 -2.1243
H 1.7202 2.4081 1.8574
H -0.1669 -0.6088 -1.5651
H -0.1411 0.8765 2.4328
H -1.1708 -4.3248 0.3556
H 0.4573 -3.5071 0.0627
H -0.8206 -3.5278 -1.2691
H 3.0591 3.1560 0.2028
*
```